Entry 1:
Formula: C38H32Cl3O2P2Tm
Source: the OMol25 dataset
Level of theory: ωB97M-V/def2-TZVPD

```
78
Properties=species:S:1:pos:R:3:forces:R:3
C 0.781562 -1.151586 -2.657269 -0.2363 -0.1244 0.1678
C -0.212470 -1.660253 -1.793674 -0.1449 0.9282 -0.3213
C -1.551089 -1.756811 -2.228032 0.3449 -0.0092 0.3024
C -1.882209 -1.419716 -3.533299 0.1410 0.0595 -0.2818
C -0.879393 -0.986686 -4.410887 0.1393 -0.0829 0.2870
C 0.450913 -0.852293 -3.974628 -0.3786 -0.1681 -0.0448
P 0.200475 -1.820248 -0.043011 0.2959 -0.4201 -0.5931
C -1.281861 -2.740800 0.614528 -0.4721 -0.2674 -1.3306
C -2.508908 -2.109218 1.068981 0.5887 -1.7111 0.2211
C -3.422057 -2.945511 1.760917 0.0138 0.4082 -0.4051
C -3.301982 -4.338892 1.661756 0.2257 -0.0216 0.2626
C -2.252825 -4.922996 0.935010 -0.4427 -0.0628 0.0358
C -1.217842 -4.131621 0.449816 -0.2820 0.3378 0.6676
Tm -0.922696 -0.550885 1.945756 0.8767 1.4817 1.7321
P -0.113128 1.704271 0.507324 0.2664 1.9004 -0.3831
C -1.408991 1.858675 -0.782140 -0.1030 -0.6221 -0.2018
C -1.113762 2.082608 -2.136027 -0.1285 -0.0459 0.2158
C -2.144483 2.172938 -3.071590 -0.0702 -0.0480 -0.0437
C -3.466644 1.915657 -2.704628 0.2031 0.0383 0.1805
C -3.747808 1.562170 -1.381090 -0.0632 0.1162 0.1967
C -2.740152 1.582043 -0.410338 0.1993 -0.1935 -0.5190
C -0.303399 3.229306 1.522103 -0.3161 0.1193 0.3034
C 0.566308 3.399112 2.611232 -0.2463 -0.0463 -0.0045
C 0.412106 4.478668 3.478578 -0.0840 0.0231 -0.1696
C -0.625301 5.398227 3.278053 0.1002 -0.2237 -0.3429
C -1.472223 5.252542 2.174770 0.1381 -0.0163 -0.0129
C -1.303442 4.183462 1.287965 0.0067 -0.1557 0.1421
C 1.450411 2.073873 -0.359421 0.6486 -0.4725 0.0478
C 2.528672 1.175295 -0.278834 -0.1894 0.1976 -0.2675
C 3.712783 1.435836 -0.975129 0.0853 0.1304 -0.0590
C 3.858605 2.602750 -1.737860 -0.3475 -0.2956 0.2154
C 2.803464 3.518490 -1.772824 -0.2159 0.0286 0.0740
C 1.613863 3.269435 -1.077759 0.1052 -0.0056 -0.0529
C 1.744285 -2.766313 0.129829 -0.0464 -0.4489 0.0755
C 2.229310 -3.531379 -0.945079 0.1211 -0.0535 0.1657
C 3.446835 -4.210505 -0.821976 -0.0736 0.1317 0.1886
C 4.183744 -4.116814 0.368305 -0.3274 0.0966 -0.0429
C 3.695454 -3.368830 1.451397 -0.1959 -0.0781 -0.1939
C 2.470699 -2.708734 1.339688 -0.1026 0.0572 -0.3442
H 1.356698 2.669029 2.783965 -0.0835 0.1570 0.0497
H 1.104030 4.602832 4.311261 -0.2114 -0.0391 -0.1947
H -0.751764 6.238291 3.960795 0.0095 -0.2503 -0.1777
H -2.267334 5.978166 1.992070 0.2753 -0.2138 0.0651
H -1.953389 4.082953 0.416014 0.1121 0.0993 0.3269
H -0.079071 2.180801 -2.465646 -0.3665 0.0912 0.1169
H -1.901047 2.436886 -4.103422 -0.1031 -0.1439 0.3148
H -4.270171 1.999141 -3.443302 0.3177 -0.1436 0.3270
H -4.763624 1.294945 -1.093836 0.1753 0.1872 -0.0505
H -2.997831 1.391255 0.642174 -0.0053 0.1687 -0.2361
H 2.434561 0.269144 0.328419 0.1050 0.2218 -0.2457
H 4.533636 0.723320 -0.925636 -0.1491 0.1294 0.0423
H 4.779486 2.791098 -2.302082 -0.4196 -0.0816 0.3185
H 2.895903 4.437609 -2.355005 -0.0132 -0.2670 0.2322
H 0.806301 4.008921 -1.104389 0.3155 -0.2614 0.0042
H 1.652974 -3.591070 -1.871732 0.2612 -0.0259 0.2729
H 3.812738 -4.815887 -1.657593 -0.1094 0.2721 0.3708
H 5.134119 -4.644687 0.462974 -0.2820 0.1841 -0.0540
H 4.261553 -3.310874 2.385007 -0.2122 -0.0393 -0.3670
H 2.062745 -2.152487 2.188717 0.2306 -0.1279 -0.1894
H -2.775239 -1.054813 0.759345 -0.0577 -0.8504 0.3549
H -4.196854 -2.486495 2.385683 -0.0386 -0.3097 -0.6169
H -4.027722 -4.993705 2.162494 0.3050 0.4473 -0.2433
H -2.240447 -6.003588 0.763162 -0.0056 0.4065 0.1594
H -0.363890 -4.568224 -0.073138 -0.1914 0.0676 0.3669
H -2.337979 -2.073756 -1.536122 0.3269 0.0191 -0.3914
H -2.927300 -1.498780 -3.863029 0.5860 0.0484 0.0989
H -1.140514 -0.738140 -5.437415 0.0909 -0.0838 0.2415
H 1.233544 -0.518743 -4.661759 -0.3602 -0.1182 0.3295
H 1.801046 -0.980702 -2.289817 -0.4008 -0.1661 -0.2069
H 0.053679 0.838309 -6.496685 0.4511 -0.0506 0.1339
H 0.691370 0.644106 -6.143921 -0.4197 0.2730 -0.4013
Cl 0.883123 -2.222187 6.343886 0.0529 0.2244 0.0885
C 0.538196 -0.574072 5.845055 -0.3907 -0.1748 -0.8278
Cl -0.747452 0.136791 6.831890 0.3428 -0.0273 0.0328
Cl 2.015307 0.408102 5.803827 -0.2907 -0.1021 0.0886
C -0.027455 -0.577038 4.386389 -0.6349 0.5782 -0.7138
O -0.111552 -1.673396 3.705660 0.1095 1.5286 0.3449
O -0.447223 0.541705 3.875224 0.6446 -2.1087 0.3677
```
Forces are in eV/Å.

## Properties
- Calculated total energy: -4765.694963 Ha
- Expectation value of S²: 2.00
- Total charge: +2
- Kohn-Sham gap (alpha / beta): 7.028 / 7.032 eV
- 2S+1: 3

Entry 2:
Formula: C4H2
Source: the OMol25 dataset
Level of theory: ωB97M-V/def2-TZVPD

```
6
Properties=species:S:1:pos:R:3:forces:R:3
C -1.206238 -0.545336 -0.086602 0.7317 0.0473 0.0299
C 1.137466 0.663396 -0.042090 0.4679 -3.0706 -0.4985
C 1.448534 -0.588670 -0.167228 2.0117 1.1307 -0.2020
C 0.010188 -0.348700 -0.183098 -3.8393 -1.0107 0.5122
H -2.209504 -0.770486 0.253980 0.5776 0.2497 -0.3968
H 0.819553 1.589794 0.225035 0.0505 2.6536 0.5553
```
Forces are in eV/Å.

## Properties
- Calculated total energy: -153.378352 Ha
- Kohn-Sham gap: 9.193 eV

Computed values of energy relative to the best compared isomer or geometry (same formula, charge and spin) (unit: kcal per mole) for the preceding records, in sequence: 0.0, 64.5.